{
  "formula": "C17H24N5O5S",
  "method": "wB97M-V/def2-TZVPD",
  "species": ["S", "O", "O", "O", "O", "O", "N", "N", "N", "N", "N", "C", "C", "C", "C", "C", "C", "C", "C", "C", "C", "C", "C", "C", "C", "C", "C", "C", "H", "H", "H", "H", "H", "H", "H", "H", "H", "H", "H", "H", "H", "H", "H", "H", "H", "H", "H", "H", "H", "H", "H", "H"],
  "coordinates": [[-2.22286, 0.26599, -5.57712], [-2.00648, -0.09670, -1.87436], [0.85736, -1.68366, 3.12055], [1.26386, 2.65482, 1.18359], [-1.22892, -2.15063, 2.86138], [1.07747, 0.50983, 1.11805], [-3.59908, -1.90806, -4.20934], [-1.64148, -3.24425, -3.96761], [1.73540, 1.53674, 1.09974], [-1.33015, -1.00480, -4.79250], [-0.32279, -1.39597, 3.17276], [-2.01986, 0.30370, 3.72440], [-0.98767, 0.47653, -2.69957], [-2.15410, -2.04792, -4.31366], [3.97503, 2.56066, 0.98789], [3.18702, 1.41399, 0.97532], [-1.35092, 2.49798, 4.45555], [-0.01326, 2.12796, 4.36568], [5.35507, 2.43740, 0.89345], [0.32702, 0.84646, 3.95435], [-0.67982, -0.05497, 3.63093], [-2.68267, -1.61286, -0.10665], [-1.47248, -1.17438, -1.05810], [5.14035, 0.03773, 0.76164], [-2.35282, 1.58690, 4.13979], [5.93616, 1.17840, 0.78348], [3.75948, 0.15143, 0.85829], [-0.36395, -0.51347, -3.75515], [-3.89965, -1.96731, -3.22717], [-3.19806, 0.75304, -4.72182], [-4.03312, -2.66901, -4.75030], [-1.61360, 3.50145, 4.77196], [-1.21701, -2.08156, -1.68346], [-0.13165, 0.78882, -2.01301], [-0.61845, -0.82657, -0.40652], [3.53290, 3.54548, 1.07330], [0.45215, 0.04599, -4.30581], [0.10563, -1.42004, -3.27295], [5.97927, 3.32287, 0.90869], [-1.36822, 1.44320, -3.14631], [-0.98101, -3.70143, -4.59998], [-2.80765, -0.39728, 3.47779], [-3.39367, 1.87874, 4.21400], [1.37175, 0.56943, 3.88807], [7.01451, 1.08566, 0.71566], [5.59779, -0.94045, 0.67323], [0.76417, 2.84086, 4.61356], [3.14903, -0.74336, 0.84402], [-1.93811, -3.71573, -3.11250], [-3.46170, -2.13683, -0.72735], [-3.16299, -0.65512, 0.26726], [-2.32723, -2.21972, 0.78680]],
  "forces_ev_per_angstrom": [[-0.151, 0.763, -1.011], [1.155, -0.773, -0.726], [-0.227, 0.003, 0.012], [0.032, -0.229, -0.015], [0.038, 0.017, -0.042], [0.007, 0.039, -0.267], [1.802, -0.246, -0.207], [0.522, 0.766, -0.821], [-0.174, 0.223, -0.036], [-3.469, -1.411, 2.219], [0.269, -0.125, -0.022], [-0.114, -0.043, -0.052], [0.772, 0.354, 0.654], [-0.750, 0.537, 0.143], [-0.012, 0.158, 0.025], [0.761, -0.086, -0.016], [-0.014, -0.018, -0.017], [-0.185, -0.124, -0.035], [-0.079, -0.208, -0.014], [0.142, 0.081, 0.097], [-0.226, 0.654, 0.280], [0.471, 0.893, -0.278], [-1.622, -0.599, 1.454], [-0.039, 0.227, 0.004], [0.235, 0.015, -0.015], [-0.026, -0.002, -0.001], [-0.041, -0.176, -0.011], [1.705, 0.512, 0.181], [0.086, 0.401, -0.410], [0.883, -0.854, 0.023], [0.229, 0.235, 0.558], [0.022, -0.086, -0.016], [0.224, 1.089, 0.624], [-0.721, -0.415, -0.925], [-0.646, -0.299, -0.972], [-0.126, -0.172, 0.013], [-0.937, -0.696, 0.611], [-0.530, 1.100, -0.463], [-0.089, -0.048, 0.001], [0.236, -1.360, 0.296], [0.377, 0.444, 0.834], [0.207, -0.066, 0.000], [0.071, -0.065, -0.007], [-0.152, -0.172, -0.029], [-0.090, 0.009, 0.002], [-0.076, 0.059, 0.018], [-0.035, -0.086, -0.026], [-0.096, 0.188, 0.077], [-0.408, -0.121, -0.821], [0.707, 0.241, 0.768], [0.598, -1.169, -0.300], [-0.513, 0.640, -1.339]],
  "lowdin_charge": [0.8428, -0.1769, 0.0760, 0.0871, 0.0468, 0.0377, 0.1090, 0.2102, -0.3389, -0.3643, -0.3407, -0.0011, -0.2098, -0.3738, 0.0014, -0.1472, -0.0607, -0.0601, -0.0587, -0.0232, -0.1574, -0.0550, -0.2340, -0.0605, -0.0605, -0.0621, -0.0004, -0.1829, 0.1093, -0.0738, 0.1167, 0.1111, 0.0889, 0.1417, 0.1215, 0.1209, 0.1390, 0.1241, 0.1126, 0.1223, 0.1523, 0.1176, 0.1097, 0.1195, 0.1121, 0.1113, 0.1133, 0.1180, 0.1418, 0.0611, 0.0936, 0.0726],
  "multiplicity": 1,
  "charge": 1,
  "total_energy_ev": -46527.609,
  "homo_ha": -0.429,
  "homo_lumo_gap_ev": 6.9
}


{
  "formula": "C17H24N6Pd",
  "method": "wB97M-V/def2-TZVPD",
  "species": ["Pd", "N", "N", "N", "N", "N", "N", "C", "C", "C", "C", "C", "C", "C", "C", "C", "C", "C", "C", "C", "C", "C", "C", "C", "H", "H", "H", "H", "H", "H", "H", "H", "H", "H", "H", "H", "H", "H", "H", "H", "H", "H", "H", "H", "H", "H", "H", "H"],
  "coordinates": [[0.42773, -0.59845, -0.44563], [1.10559, -1.52112, 1.47970], [-0.52609, -2.54564, -0.56967], [-2.06681, 1.72453, 0.42763], [2.16423, -1.84650, -1.03051], [1.10233, 1.37870, -0.91671], [-3.69975, 0.73962, 1.86378], [-4.24651, 2.65225, 0.56166], [3.14377, -1.48174, 0.01149], [2.58138, -1.73304, 1.40933], [0.32922, -2.77059, 1.73689], [1.02408, 4.13695, -0.90267], [-0.00648, 2.04433, -1.26510], [2.20084, 3.46271, -0.60077], [-4.57995, 1.65960, 1.46655], [-0.87458, -2.89335, 0.82834], [-2.60567, 3.70878, -0.93391], [1.81742, -3.28224, -1.10592], [-2.49485, 0.84671, 1.32834], [-0.12600, 3.41793, -1.20310], [2.19252, 2.08543, -0.57060], [-1.42557, 4.06510, -1.43520], [-2.96062, 2.65221, 0.03794], [0.32115, -3.50675, -1.31298], [-1.40224, 4.95073, -2.06166], [4.08824, -2.01743, -0.11434], [-1.75758, 0.12755, 1.68294], [0.99589, 5.21950, -0.88295], [-1.40104, -2.45502, -1.07826], [0.90014, -0.84474, 2.20732], [-4.96796, 3.40302, 0.27178], [3.10821, 3.99999, -0.36577], [-1.65371, -2.19624, 1.14113], [3.07094, 1.53110, -0.27445], [2.48909, -1.50670, -1.93081], [-1.28725, -3.90300, 0.89968], [-0.84487, 1.45966, -1.62028], [3.08283, -1.06188, 2.10524], [2.35485, -3.74729, -1.93281], [-5.57581, 1.59600, 1.88801], [-0.01154, -2.79417, 2.77247], [2.16712, -3.77012, -0.19900], [3.35267, -0.42299, -0.11610], [0.07465, -3.39978, -2.36867], [-3.44757, 4.33081, -1.21578], [0.99693, -3.61956, 1.60949], [2.80021, -2.74488, 1.74678], [0.07038, -4.52998, -1.02285]],
  "forces_ev_per_angstrom": [[0.466, -0.510, -0.322], [-0.032, 0.201, -0.078], [-0.390, 0.223, 0.167], [-0.298, -0.127, 0.279], [-0.023, 0.250, -0.111], [-0.216, 0.084, 0.238], [0.063, 0.068, -0.105], [-0.063, -0.016, 0.040], [0.012, -0.035, -0.024], [0.053, 0.029, 0.109], [-0.012, -0.016, 0.134], [-0.024, 0.045, 0.007], [0.108, -0.170, -0.206], [0.031, -0.048, -0.002], [-0.002, -0.066, 0.064], [-0.043, -0.008, -0.060], [-0.218, -0.066, 0.115], [0.032, -0.043, -0.007], [-0.005, 0.082, 0.024], [0.058, 0.177, 0.018], [-0.073, 0.053, 0.000], [0.214, 0.124, -0.181], [0.134, 0.056, -0.155], [0.002, -0.046, 0.009], [0.006, -0.003, 0.019], [-0.024, -0.047, 0.006], [0.036, -0.033, -0.015], [0.012, -0.004, -0.001], [0.020, -0.033, 0.000], [0.025, -0.038, 0.026], [-0.001, -0.010, -0.015], [-0.009, 0.002, 0.025], [-0.027, -0.029, -0.027], [0.016, 0.025, -0.004], [0.026, -0.059, 0.009], [0.018, -0.009, -0.021], [0.041, 0.014, 0.033], [-0.028, -0.004, 0.023], [0.027, -0.041, 0.035], [0.005, 0.000, 0.008], [0.059, -0.002, 0.017], [-0.007, 0.033, 0.028], [0.048, -0.018, -0.039], [0.000, 0.050, -0.002], [-0.008, -0.025, 0.020], [-0.012, -0.004, -0.022], [0.020, 0.007, -0.001], [-0.016, -0.016, -0.053]],
  "mulliken_spin": [1.3752, 0.2321, 0.1091, 0.0081, 0.2332, 0.0608, 0.0008, 0.0019, 0.0142, -0.0157, -0.0188, 0.0050, -0.0212, 0.0035, 0.0003, 0.0231, 0.0015, -0.0163, 0.0049, 0.0099, 0.0015, 0.0017, 0.0046, 0.0143, -0.0002, 0.0061, -0.0139, 0.0004, -0.0028, -0.0088, 0.0000, -0.0002, -0.0042, 0.0032, -0.0123, 0.0029, -0.0238, 0.0031, 0.0060, 0.0002, 0.0055, 0.0022, -0.0020, 0.0005, 0.0000, 0.0001, 0.0025, 0.0017],
  "multiplicity": 3,
  "charge": 2,
  "total_energy_ev": -30422.975,
  "de_lowest_kj_mol": 0.0,
  "homo_ha": [-0.534, -0.534],
  "homo_lumo_gap_ev": [8.8, 6.1]
}